1.
Below is a molecular structure, C49H40Cl4IrN3O9S in a non-equilibrium geometry, with properties calculated with ωB97M-V/def2-TZVPD.

Results
HOMO energy (alpha / beta) = -5.72 / -5.73 eV
DFT total energy = -138122.0951 eV
multiplicity = 2
largest force on an atom = 1.37 eV/Å
molar mass = 1181.0 g mol⁻¹
net charge = -1
gap between HOMO and LUMO (alpha / beta) = 4.452 / 4.504 eV
LUMO (alpha / beta) = -1.3 / -1.2 eV
relative energy (zero: lowest compared OMol25 entry of this formula, charge and spin) = 42.99 kcal per mole

CARTESIAN COORDINATES (ANGSTROEM)
Ir 0.16465 -0.25570 -0.19638
Cl 6.14424 -0.67142 -0.10928
Cl 4.09968 1.03298 -1.16607
Cl -2.58860 1.64703 -1.80132
Cl 4.39332 -1.65949 -2.20205
S -3.64037 -6.82955 -5.71025
O -4.02112 -8.18062 -5.33151
O -0.95347 -1.21566 4.06923
O 2.24041 -0.93316 0.18995
O 0.41206 1.44174 0.80069
O 3.94044 -2.09245 1.06842
O 0.94229 0.02538 4.14765
O -4.46380 -5.78862 -5.12260
O -1.70823 -0.25133 0.64207
O -3.35611 -6.64765 -7.12291
N -0.16190 -2.07190 -1.17570
N -1.84945 -5.66201 -4.02084
N -1.03841 -7.53837 -5.27033
C -2.91569 -0.07072 -3.83568
C 0.82904 -2.01230 5.43488
C -1.26056 2.88505 2.38931
C 4.62061 1.59546 2.83142
C -1.99887 0.48366 -2.95446
C -4.13024 -0.31908 1.85933
C 4.49327 -0.62596 -0.72821
C -0.96247 -0.35230 2.92683
C -2.01372 -2.95713 0.18606
C -0.13987 -3.12659 1.81661
C -0.41285 3.95140 4.80396
C 0.40191 -6.40452 -3.74538
C 0.76078 -2.94632 -1.24527
C -0.64378 0.12046 -2.97380
C -0.47344 0.05479 6.05941
C -2.00256 -6.63824 -4.91942
C -0.26598 -0.83086 -3.92231
C 0.46743 -4.42575 -1.32497
C -0.65459 -5.56058 -3.40201
C 3.31162 1.11294 2.83441
C -1.78921 -3.96015 -1.75668
C 0.79941 1.44298 2.14936
C -1.17478 -1.40061 -4.80223
C 0.28332 -4.27519 1.21242
C -0.02410 2.50651 2.90454
C 2.29132 1.83814 2.23075
C 3.90756 3.53904 1.62540
C -1.65177 4.31547 4.28956
C -5.45506 -0.48218 2.24788
C 2.61192 3.05086 1.61842
C 3.46980 -1.26423 0.30191
C 0.39775 3.05663 4.11470
C -2.07115 3.78322 3.07655
C -5.82271 -1.54826 3.06177
C 0.38342 0.66055 -2.03468
C -1.72895 -1.04965 1.79255
C -1.25459 -2.41029 1.32703
C -4.85890 -2.45009 3.49417
C -1.77308 -4.40722 -0.25081
C -0.60042 -4.60796 -2.35544
C -2.50463 -1.01484 -4.76346
C -3.53523 -2.28832 3.10833
C 0.14031 -7.38928 -4.68290
C 4.92384 2.80832 2.23393
C 0.51573 0.04839 2.78463
C -0.31372 -4.85420 -0.01649
C -3.16991 -1.22451 2.28478
C -1.55399 -2.50779 -1.22974
C 0.08599 -0.78836 4.93380
H -0.07371 4.36801 5.74716
H 0.37468 -2.77256 2.69977
H 4.13108 4.48391 1.14278
H 0.34871 0.49743 6.62498
H 1.82284 3.60756 1.12272
H -1.08067 0.86211 5.64221
H -0.25868 -5.94122 0.01199
H -1.57108 2.46118 1.43951
H -0.84918 -2.15370 -5.51275
H 5.40497 1.00806 3.29705
H -1.08967 -0.56228 6.71874
H -2.49430 -5.14948 0.08219
H 0.90947 -8.09999 -4.97132
H 3.10890 0.16604 3.31904
H -2.15678 -1.72652 -1.67803
H 1.53498 -2.35152 4.67179
H -5.14091 -3.28737 4.12366
H -1.54392 0.54412 3.12814
H -3.82914 0.49202 1.20501
H -3.03351 4.06556 2.66315
H -2.70892 -4.08617 -2.31923
H 0.77687 -1.13668 -3.94750
H 1.78798 -2.60365 -1.22880
H 5.94299 3.17785 2.23270
H -3.07209 -2.73434 0.29238
H -6.20314 0.21919 1.89746
H -2.28274 5.01432 4.82733
H -2.77944 -2.99171 3.45293
H 1.08662 -0.69213 2.20154
H 0.11430 -2.81247 5.64508
H 1.15823 -4.77495 1.63007
H 1.39608 0.43124 -2.34866
H -3.22175 -1.44665 -5.45131
H -3.95143 0.24379 -3.79086
H 0.25889 1.71467 -1.79463
H 1.36481 2.77924 4.51800
H -6.85958 -1.68345 3.34411
H 1.38202 -6.31180 -3.28572
H 1.38725 -4.98534 -1.47081
H 1.38775 -1.77869 6.34151

2.
Below is a molecular structure, C49H41HfN13O5S2 in a non-equilibrium geometry, with properties calculated with ωB97M-V/def2-TZVPD.

Results
HOMO energy (alpha / beta) = -6.39 / -6.25 eV
DFT total energy = -104071.9049 eV
multiplicity = 1
largest force on an atom = 3.56 eV/Å
molar mass = 1134.6 g mol⁻¹
gap between HOMO and LUMO (alpha / beta) = 5.036 / 4.820 eV
LUMO (alpha / beta) = -1.4 / -1.4 eV
relative energy (zero: lowest compared OMol25 entry of this formula, charge and spin) = 25.33 kcal per mole

CARTESIAN COORDINATES (ANGSTROEM)
Hf -1.25366 -0.84144 -0.28285
S 1.59163 0.48538 -2.37511
S -2.96387 1.18594 -0.56849
O -2.21228 0.35268 -1.63252
O -2.73111 2.58655 -0.77807
O 0.27972 -0.00488 -1.80803
O -2.15873 0.69061 0.66934
O -4.33044 0.76217 -0.47651
N -4.50437 -2.17701 -0.91485
N -2.22079 -1.23067 3.10704
N -0.35841 -1.47986 1.62242
N 5.18395 2.21148 4.39029
N 3.80029 3.14606 3.03030
N -0.42360 -2.74431 -3.11496
N 2.16460 3.00539 1.28883
N 1.88085 -1.99570 0.97013
N 0.74420 1.43772 0.65135
N -2.25285 -2.33680 -1.66090
N -2.96212 -1.80983 0.88046
N 0.31943 -2.40693 -0.83314
N 4.98573 2.49255 3.15434
C 2.46174 0.08722 4.93061
C 0.90858 3.58411 1.31459
C 0.03167 0.02695 4.94436
C 2.52035 -0.56139 3.70944
C 1.53110 -2.50724 -0.21461
C 4.39659 -4.25045 -1.97980
C -5.12957 -2.37760 1.44526
C 2.67442 3.21022 6.93529
C 1.75444 3.79334 6.03299
C -7.04114 -3.02213 2.68288
C -4.45813 -2.08267 2.62211
C 3.79484 -3.57722 -0.93291
C -3.10367 -1.67644 2.24074
C 1.37921 2.26618 -2.63063
C 1.22834 0.38752 5.53873
C 1.99802 3.84724 4.68036
C 3.22627 0.85137 0.66973
C 1.64997 -0.16647 -4.03819
C -4.79983 -0.87992 -5.22771
C -1.65419 -2.34559 -2.90236
C -3.82234 -1.72959 -3.24631
C -4.93141 -1.19356 -3.88467
C 3.85108 2.64851 6.49412
C 2.39199 -4.09687 -3.34823
C -3.57028 -2.05601 -1.84611
C -6.43234 -2.84474 1.44963
C 3.70027 -4.50982 -3.17743
C 0.44712 -2.89405 -2.10678
C -6.36717 -2.71514 3.87134
C 0.05307 2.62033 0.91615
C -0.20555 4.20916 -2.40310
C 2.01922 1.71604 0.86346
C 1.78121 -3.42612 -2.28638
C 1.00479 -1.45946 1.79165
C 0.75125 0.44660 -5.10091
C -2.61694 -1.93951 -3.91752
C 2.46824 -3.17849 -1.09745
C 1.31555 -0.86660 3.08227
C 4.10320 2.69042 5.11884
C -0.94119 -1.05634 2.78309
C 0.09182 -0.59274 3.69775
C 3.38550 3.63304 1.73165
C -5.06522 -2.23720 3.85598
C -0.06412 2.73548 -2.79350
C -3.60375 -1.13610 -5.91716
C -2.50178 -1.67732 -5.27536
C -4.17860 -2.14844 0.35867
C 3.21042 3.29026 4.24911
C 1.00616 -0.23374 -6.44555
H 3.38182 0.36796 5.43268
H 3.84390 0.83625 1.57010
H 1.84917 -4.28799 -4.26886
H 5.42099 -4.59369 -1.87826
H 0.81385 -1.30982 -6.38203
H 2.04189 -0.09555 -6.76438
H 1.28223 4.28122 3.99448
H 0.75251 4.61500 1.59520
H 0.44686 4.85153 -3.00089
H 0.35647 0.18030 -7.21906
H 2.93843 -0.17053 0.43423
H -4.53749 -1.99564 4.77196
H 1.79774 2.69199 -1.71208
H 1.39378 -1.21669 -3.89584
H -1.23826 4.53404 -2.53679
H 4.32245 -3.37198 -0.00815
H 0.94653 1.51356 -5.20055
H -0.29309 0.31547 -4.81324
H 0.04425 4.34491 -1.34642
H -3.54179 -0.89450 -6.97233
H 3.84186 1.23537 -0.15211
H -0.92526 0.22790 5.41390
H 2.70855 -0.10718 -4.31407
H 3.46849 -0.82118 3.25125
H 2.03113 2.54601 -3.46341
H -8.04918 -3.41392 2.72900
H 1.22135 0.90572 6.49236
H -1.58342 -1.88879 -5.81310
H 4.20734 3.42281 1.05719
H -6.95022 -3.05476 0.52072
H -5.84374 -1.00328 -3.33168
H -0.71282 2.13926 -2.16518
H -5.63052 -0.42860 -5.75707
H 4.20116 -5.04811 -3.97504
H -6.87448 -2.85215 4.81952
H 2.44164 3.20700 7.99322
H 4.56142 2.19242 7.17431
H -1.01086 2.70552 0.79499
H -0.39676 2.59576 -3.82243
H 0.83033 4.20592 6.42041
H 3.21441 4.70430 1.77024

3.
Below is a molecular structure, C49H44BrFN11O8S3SeY, with properties calculated with ωB97M-V/def2-TZVPD.

Results
HOMO energy = -7.48 eV
DFT total energy = -255961.4297 eV
multiplicity = 1
largest force on an atom = 0.83 eV/Å
molar mass = 1277.9 g mol⁻¹
gap between HOMO and LUMO = 6.787 eV
LUMO = -0.7 eV
relative energy (zero: lowest compared OMol25 entry of this formula, charge and spin) = 4.79 kcal per mole

CARTESIAN COORDINATES (ANGSTROEM)
Y 0.49400 -2.59972 -1.17624
Br 5.87091 3.22072 -3.99349
Se 1.41905 -5.37324 -1.30622
S 1.99243 -2.71896 -5.62001
S -4.77626 4.56229 -3.40411
S 0.49823 -1.03468 -3.69737
F -0.65949 4.01945 -2.13886
O 0.78969 -2.58119 1.00549
O -5.31177 5.80300 -3.87211
O -5.03175 5.27280 -0.64666
O 4.75589 -3.05772 -1.57127
O 0.71387 -0.37658 -0.67779
O 2.66198 -2.34385 -1.53264
O 1.74816 -2.12572 2.97175
O -5.65641 3.43782 -3.30759
N -4.32450 3.14680 -0.35437
N -3.26182 7.49186 -0.00697
N -1.46534 -4.09481 -0.49216
N -5.83256 4.17308 1.18192
N -1.92126 -1.29999 -0.84279
N 0.00757 -3.63596 -4.20671
N -0.63786 -3.64037 -3.01436
N 2.20630 -5.64046 1.45896
N -1.16736 5.59744 0.29163
N 3.70843 -4.66733 0.21780
N 0.66996 1.83507 2.73181
C -2.96242 0.01722 0.87065
C -0.20063 3.73222 1.46405
C -2.16536 -4.62586 -1.50947
C 0.29352 2.42791 1.52822
C -0.37382 3.54621 -0.90924
C 5.64479 -0.74973 -2.84936
C -1.41472 6.29141 -0.98149
C 2.12447 -4.50976 -5.77750
C 5.41422 -4.22899 2.03254
C -2.18071 -1.03670 0.43926
C 1.66301 3.73193 4.07665
C 1.88235 2.46808 4.85326
C 1.22135 -1.78471 1.92437
C -0.58325 4.32668 0.26139
C 3.89900 -2.18640 -1.78817
C 4.35216 -0.86674 -2.35076
C 0.96890 -6.23922 1.90140
C -5.85365 3.04471 1.88338
C -5.07128 4.15227 0.09414
C -2.89350 7.07366 1.33895
C 0.38397 1.66617 0.36593
C 3.26467 -5.31687 2.29721
C -1.81837 -4.39487 0.75295
C 6.10106 0.45912 -3.34909
C 0.73229 -2.55720 -4.42671
C 3.45603 -5.50999 3.65615
C 4.22033 -4.69263 1.50153
C -5.13172 1.92656 1.51756
C -2.46288 -0.47742 -1.74934
C -2.89762 -5.20976 1.05713
C -3.63948 -5.73626 0.01161
C 0.97428 0.51944 2.76342
C -4.35419 2.02555 0.36608
C 5.61033 -4.42018 3.38933
C -2.21627 5.71602 1.31153
C 0.70882 0.25738 0.39379
C 3.51390 0.23952 -2.35369
C -3.26703 -5.44520 -1.28883
C -2.02751 7.65461 -0.76838
C 0.07112 2.26349 -0.85561
C 4.64904 -5.05045 4.18759
C 2.49444 -5.22314 0.20460
C 5.25045 1.55297 -3.33042
C -3.51622 0.87437 -0.07219
C 3.96043 1.45968 -2.83903
C -3.25431 0.61481 -1.41258
C 0.97118 -0.30958 1.68058
C 0.68922 2.59878 3.95787
C -1.67392 -4.37626 -2.86704
H 2.70815 -5.98691 4.27508
H -2.25299 8.08190 -1.74528
H -1.72757 -1.70746 1.16074
H 1.70669 2.47057 5.91902
H -2.22284 7.80652 1.81178
H 7.10220 0.55419 -3.74567
H -2.08407 5.72578 -1.62429
H -3.78998 6.98558 1.95643
H -6.48045 3.04045 2.76835
H 1.22711 0.10812 3.73172
H 2.30791 3.90990 3.22711
H -1.77983 5.56429 2.29806
H -1.32091 8.32144 -0.25161
H 2.94643 -4.68643 -6.47005
H -5.14888 6.04248 -0.06932
H -3.13994 -5.42668 2.08806
H -5.18861 1.01308 2.08909
H 0.15113 1.68426 -1.76741
H 4.13408 -4.19150 -0.61348
H -2.13496 -4.87465 -3.71607
H -3.80764 -5.85379 -2.13196
H -4.49034 -6.37607 0.20627
H -3.66471 1.25457 -2.18218
H 0.35460 -6.43531 1.02589
H 2.68022 1.81635 4.52562
H 1.17494 -7.17417 2.42283
H 2.50555 0.13618 -1.98326
H -2.96730 4.93105 1.16856
H -3.75988 8.37214 0.03673
H -3.10609 0.17548 1.93088
H 0.44916 -5.55352 2.57208
H -1.19213 -3.96687 1.52867
H -2.22081 -0.69230 -2.78328
H 3.31060 2.32434 -2.84622
H 6.14941 -3.73821 1.40965
H 1.34017 4.62015 4.60122
H -0.28436 4.30272 2.37504
H 6.52675 -4.07088 3.84609
H -0.28308 2.71042 4.42390
H 6.28647 -1.62015 -2.83885
H 1.20669 -4.93673 -6.17145
H -0.46191 6.40385 -1.49584
H 2.35355 -4.95012 -4.80934
H 4.84097 -5.17665 5.24478